Formula: C26H29BF2N5O8V
Source: OMol25
Level of theory: ωB97M-V with the def2-TZVPD basis set

Each line ends with the Löwdin spin population.
Element x y z (Å)
V 1.584 -0.392 0.421  1.70
O 2.282 2.459 0.124  0.00
C 2.409 3.248 1.287  0.00
C 1.032 3.758 1.707  0.00
C 0.086 2.626 2.163  0.00
C -0.949 2.316 1.118  0.00
C -2.256 2.788 1.234  0.00
C -3.179 2.499 0.244  0.00
C -2.763 1.755 -0.850  0.00
C -1.442 1.332 -0.884  0.00
N -0.568 1.585 0.076  0.01
H 3.123 2.008 -0.036  0.00
H 3.060 4.115 1.085  0.00
H 2.866 2.671 2.106  0.00
H 0.590 4.287 0.862  0.00
H 1.176 4.480 2.512  0.00
H -0.404 2.901 3.099  0.00
H 0.680 1.725 2.330  0.00
H -2.547 3.380 2.088  0.00
H -4.200 2.848 0.330  0.00
H -3.442 1.529 -1.659  0.00
H -1.067 0.749 -1.718  0.00
O 3.370 0.335 6.536  0.00
C 3.810 0.194 5.258  0.00
O 4.946 0.435 4.991  0.00
C 2.779 -0.258 4.290  0.00
C 1.496 -0.722 4.545  0.03
N 0.920 -0.988 3.350  0.01
N 1.751 -0.726 2.337  0.00
C 2.893 -0.291 2.873  0.05
C 3.844 0.186 1.806  0.01
O 4.876 0.787 2.026  0.01
O 3.334 -0.077 0.662  0.02
H 2.445 0.099 6.658  0.00
H 0.950 -0.895 5.452  0.00
H 0.009 -1.382 3.164  0.00
O 1.459 2.209 -3.067  0.00
C 1.405 1.231 -3.979  0.00
C 1.435 1.603 -5.328  0.00
C 1.370 0.654 -6.326  0.00
C 1.243 -0.697 -6.014  0.00
C 1.219 -1.086 -4.695  0.00
C 1.312 -0.143 -3.663  0.00
C 1.385 -0.594 -2.277  0.01
O 1.226 -1.854 -2.026  0.00
O 1.586 0.222 -1.356  0.02
H 1.491 1.845 -2.155  0.00
H 1.523 2.656 -5.558  0.00
H 1.432 0.961 -7.361  0.00
H 1.172 -1.435 -6.800  0.00
H 1.153 -2.127 -4.420  0.00
F 3.103 -2.529 -0.769  0.00
B 1.770 -2.235 -0.659  -0.01
F 1.078 -3.350 -0.227  -0.01
N -0.067 -1.104 0.560  0.01
C -1.123 -1.599 0.432  0.08
N -2.231 -2.217 0.201  0.02
C -3.442 -1.923 0.947  0.01
C -4.631 -1.840 -0.006  0.00
C -4.738 -3.136 -0.804  0.00
C -3.441 -3.365 -1.575  0.00
C -2.266 -3.431 -0.606  0.01
H -3.305 -0.979 1.480  0.00
H -3.617 -2.727 1.675  0.00
H -4.480 -1.000 -0.686  0.00
H -5.541 -1.656 0.566  0.00
H -5.582 -3.084 -1.491  0.00
H -4.909 -3.970 -0.119  0.00
H -3.283 -2.548 -2.281  0.00
H -3.495 -4.294 -2.141  0.00
H -1.313 -3.529 -1.128  0.00
H -2.391 -4.288 0.067  0.00

Forces on atoms 1 to 6 (eV/Å):
-0.540 2.118 -0.028
0.016 -0.123 -0.133
0.029 0.613 0.241
0.372 -0.297 -0.107
0.067 0.153 -0.171
-0.329 0.004 0.237

Summary:
Kohn-Sham gap (alpha / beta): 6.6 / 6.2 eV
strongest force on any atom: 0.0973 Eh/bohr
multiplicity: 3
expectation value of S²: 2.022
E_HOMO (alpha / beta): -6.83 / -6.41 eV
energy: -3052.62917 hartree